No. 1
105
Properties=species:S:1:pos:R:3 method="wB97M-V/def2-TZVPD" total_charge=+2 orbital_gap_ev=7.5 relative_energy_kcal_mol=13.2 total_energy_ha=-5006.142273
Hf 1.3316 0.6262 -1.0478
C 0.6046 3.7308 0.4763
C 0.1117 3.7757 -0.9368
N 1.0233 2.9917 -1.7869
C 2.2256 3.7202 -2.2552
C 3.4300 3.6740 -1.3239
S 3.6031 2.1263 -0.3919
C 3.3386 2.6981 1.3210
C 1.9686 2.3523 1.8980
N 0.9289 2.3353 0.8561
H -0.1434 4.1483 1.1520
H 1.5089 4.3299 0.5874
H 0.0204 4.8042 -1.2947
H -0.8705 3.3144 -0.9834
H 0.5147 2.7928 -2.6515
H 1.9609 4.7655 -2.4333
H 2.5001 3.2881 -3.2118
H 3.4268 4.4876 -0.6024
H 4.3370 3.7809 -1.9170
H 3.5344 3.7681 1.3023
H 4.1115 2.2336 1.9285
H 1.7177 3.0839 2.6734
H 2.0048 1.3823 2.3711
H 0.0885 1.9281 1.2612
C 2.0544 -0.0566 -5.3568
S 1.3470 0.4559 -3.8609
O 0.7708 -0.6671 -3.0892
O 0.4122 1.5128 -4.1571
O 2.4506 0.9285 -2.9284
H 1.3036 -0.6639 -5.8635
H 2.9516 -0.6373 -5.1487
H 2.2820 0.8377 -5.9323
Cl 6.3798 -2.2416 -2.1749
C 4.6814 -2.4230 -1.9611
C 4.0598 -3.6458 -2.1357
C 2.6901 -3.7121 -1.9415
C 2.0011 -2.5739 -1.5708
N 2.6099 -1.3931 -1.4041
C 3.9294 -1.3235 -1.6030
H 4.6367 -4.5177 -2.4147
H 2.1554 -4.6433 -2.0677
H 0.9336 -2.6023 -1.4070
H 4.4100 -0.3648 -1.4645
C 4.0087 -3.8328 2.7067
C 2.7002 -3.8285 1.9522
C 1.8958 -5.0875 2.1610
O 1.8364 -2.7335 2.4336
P 1.8529 -1.2113 2.0984
S 3.4997 -0.4581 1.3896
S 0.2857 -0.8290 0.8093
O 1.4637 -0.5270 3.4509
C 0.6479 -1.0185 4.5893
C -0.6356 -1.6653 4.1179
C 1.5003 -1.9020 5.4678
H 4.6147 -4.6697 2.3562
H 3.8280 -3.9672 3.7749
H 4.5719 -2.9142 2.5615
H 2.8637 -3.6632 0.8889
H 1.7053 -5.2453 3.2234
H 2.4560 -5.9453 1.7870
H 0.9413 -5.0410 1.6366
H 0.4212 -0.0900 5.1101
H -0.4419 -2.6017 3.5936
H -1.2016 -1.0042 3.4598
H -1.2512 -1.8879 4.9904
H 1.7033 -2.8574 4.9848
H 0.9702 -2.0929 6.4018
H 2.4461 -1.4161 5.7041
Te -1.6576 0.8586 -1.6808
C -2.1831 -0.1545 -3.4397
C -2.0996 -1.5371 -3.5276
C -2.5525 -2.1703 -4.6737
C -3.0855 -1.4232 -5.7201
C -3.1741 -0.0434 -5.6176
C -2.7207 0.6007 -4.4700
C -3.2080 -0.1460 -0.6566
C -4.4711 0.3205 -1.0090
C -5.5960 -0.2815 -0.4645
C -5.4591 -1.3326 0.4323
C -4.1955 -1.7846 0.7792
C -3.0585 -1.1968 0.2336
H -1.6998 -2.1213 -2.7080
H -2.5002 -3.2487 -4.7478
H -3.4399 -1.9220 -6.6123
H -3.6049 0.5364 -6.4232
H -2.7919 1.6780 -4.3925
H -4.5891 1.1452 -1.7019
H -6.5795 0.0723 -0.7446
H -6.3380 -1.8033 0.8519
H -4.0849 -2.6063 1.4751
H -2.0872 -1.5724 0.5081
F -6.5772 3.5474 3.1178
C -5.6000 2.8169 3.6601
F -5.2068 3.4177 4.7913
F -6.1068 1.6196 3.9890
C -4.4302 2.6541 2.7155
C -3.4100 1.7768 3.0491
C -2.3525 1.6428 2.1714
N -2.2603 2.3225 1.0214
C -3.2468 3.1656 0.7250
C -4.3537 3.3671 1.5362
H -3.4454 1.2010 3.9646
H -1.5578 0.9322 2.3827
H -3.1597 3.6983 -0.2172
H -5.1363 4.0524 1.2435


No. 2
28
Properties=species:S:1:pos:R:3 method="wB97M-V/def2-TZVPD" total_charge=-1 orbital_gap_ev=3.1 total_energy_ha=-1448.107901
O 1.6846 -1.8371 2.7193
C 1.7290 -1.5355 1.5656
F 2.2125 -2.3803 0.6873
N 1.2281 -0.2920 1.1045
C 2.0033 0.3741 0.0893
O 2.2603 -0.0744 -0.9668
F 2.3288 1.5779 0.4746
N -0.1706 -0.2835 0.7056
C -0.8109 -1.6016 0.5624
C -2.2370 -1.3645 -0.0588
N -2.6837 0.0138 -0.0243
C -2.3859 0.7150 1.2036
C -0.9392 0.4936 1.7271
H -0.2048 0.1831 -0.2138
H -0.2948 -2.2490 -0.1305
H -0.9713 -2.0832 1.5133
H -2.2296 -1.6714 -1.0963
H -2.9389 -2.0172 0.4487
H -2.3519 0.5223 -0.8287
H -3.0726 0.4612 2.0029
H -2.4893 1.7716 0.9937
H -0.3865 1.4100 1.8729
H -0.9311 -0.0670 2.6505
O 1.6058 0.7666 -3.8570
S 2.3368 1.9930 -3.4149
O 2.3937 2.9811 -4.5131
O 3.7127 1.6225 -2.9820
O 1.6023 2.5709 -2.2353


No. 3
32
Properties=species:S:1:pos:R:3 method="wB97M-V/def2-TZVPD" total_charge=+2 orbital_gap_ev=7.6 relative_energy_kcal_mol=4.1 total_energy_ha=-932.849249
In 0.0987 0.1935 -0.4981
C 2.8497 -0.6143 1.2289
C 2.6601 -0.0266 0.0180
C 1.8829 1.2434 0.2774
C 1.6275 1.2966 1.6937
C 2.2494 0.2086 2.2468
H 3.4005 -1.5222 1.4248
H 3.0764 -0.3011 -0.9405
H 1.8413 2.0835 -0.4082
H 1.1440 2.1053 2.2178
H 2.3458 0.0250 3.3086
N -1.6983 1.1382 -1.1703
C -2.7210 1.4693 -1.5897
C -3.9832 1.9077 -2.0805
C -5.0740 1.9412 -1.2044
C -6.2924 2.3737 -1.6837
C -6.4106 2.7800 -3.0096
C -5.3228 2.7338 -3.8762
C -4.0956 2.3034 -3.4171
H -4.9628 1.6225 -0.1766
H -7.1528 2.3927 -1.0291
H -7.3659 3.1343 -3.3740
H -5.4355 3.0342 -4.9087
H -3.2391 2.2624 -4.0774
N -0.2350 -3.2936 1.4777
C -0.7259 -2.8459 0.3289
N -1.2954 -3.6830 -0.5286
O -0.6545 -1.6001 0.0458
H -0.3151 -4.2579 1.7569
H 0.1335 -2.6359 2.1446
H -1.3958 -4.6668 -0.3380
H -1.6753 -3.3257 -1.3882